1.
Below is a molecular structure, C15H56N26O15Sn in a non-equilibrium geometry, with properties calculated with ωB97M-V/def2-TZVPD.

Computed properties:
Lowest unoccupied orbital energy = -0.36 eV
Kohn-Sham gap = 6.309 eV

The geometry in XYZ format:
```
113
Properties=species:S:1:pos:R:3:lowdin_charge:R:1
Sn -0.075 -0.181 0.528 1.705
O -2.521 1.071 2.804 -0.350
C -3.421 1.588 1.846 -0.436
C -3.040 2.205 0.518 -0.393
O -2.562 1.500 -0.604 -0.419
H -3.957 2.320 2.449 0.095
H -4.257 0.898 1.734 0.072
H -2.427 3.099 0.632 0.094
H -4.034 2.544 0.225 0.087
C 4.020 0.214 0.256 -0.753
O 3.061 -0.515 0.064 -0.022
N 3.904 1.494 0.448 0.206
N 5.259 -0.088 0.164 0.183
H 3.022 1.973 0.562 0.070
H 4.774 1.976 0.269 0.114
H 5.925 0.670 0.106 0.118
H 5.482 -0.904 -0.389 0.126
C -4.802 2.809 -3.170 -0.761
O -5.326 3.638 -4.006 -0.070
N -5.385 1.725 -2.721 0.182
N -3.609 2.945 -2.825 0.164
H -4.803 1.390 -1.966 0.084
H -6.359 1.481 -2.829 0.122
H -3.297 2.292 -2.120 0.031
H -3.026 3.701 -3.153 0.125
C 1.296 2.930 2.630 -0.772
O 1.415 2.442 1.529 -0.040
N 0.270 2.736 3.432 0.197
N 2.189 3.546 3.330 0.175
H -0.343 1.978 3.167 0.074
H 0.056 3.369 4.190 0.122
H 2.019 3.834 4.283 0.122
H 2.992 3.888 2.822 0.118
C -1.142 -0.448 -3.476 -0.788
O -0.521 -0.505 -2.412 -0.078
N -1.205 -1.364 -4.357 0.187
N -2.041 0.417 -3.772 0.195
H -0.660 -2.202 -4.216 0.095
H -2.101 -1.505 -4.801 0.123
H -2.576 0.370 -4.628 0.128
H -2.281 1.071 -3.042 0.064
C -3.245 -2.536 0.237 -0.648
O -3.097 -3.789 0.078 -0.036
N -3.416 -1.845 1.334 0.195
N -3.071 -1.656 -0.730 0.179
H -3.574 -2.255 2.243 0.103
H -3.682 -0.871 1.289 0.075
H -3.470 -0.728 -0.711 0.085
H -2.830 -1.967 -1.660 0.113
C 2.356 -0.546 4.088 -0.834
O 1.616 -0.613 3.165 0.005
N 2.065 -1.071 5.207 0.194
N 3.598 -0.156 4.047 0.187
H 1.093 -1.343 5.246 0.112
H 2.687 -1.047 6.002 0.127
H 3.902 0.304 3.200 0.103
H 4.307 -0.466 4.696 0.114
C 2.354 0.350 -5.130 -0.843
O 3.191 -0.242 -5.805 -0.010
N 1.623 1.248 -5.647 0.181
N 2.176 0.043 -3.911 0.207
H 1.529 1.182 -6.651 0.128
H 0.945 1.747 -5.089 0.092
H 2.464 -0.784 -3.409 0.129
H 1.571 0.675 -3.405 0.049
C -1.398 -4.741 -2.503 -0.791
O -0.999 -4.185 -3.450 0.088
N -1.028 -4.770 -1.250 0.133
N -2.574 -5.266 -2.379 0.153
H -1.750 -4.694 -0.547 0.048
H -0.293 -4.086 -1.145 0.064
H -2.728 -5.375 -1.387 0.081
H -3.224 -5.613 -3.070 0.122
C 2.393 5.735 -0.397 -0.766
O 2.958 4.837 -0.981 0.029
N 2.773 7.018 -0.591 0.147
N 1.234 5.625 0.174 0.181
H 3.364 7.047 -1.409 0.113
H 1.967 7.595 -0.394 0.098
H 0.807 6.312 0.778 0.119
H 0.917 4.685 0.363 0.099
C 0.586 -3.888 2.430 -0.731
O -0.110 -2.874 2.127 -0.079
N 0.489 -5.062 1.990 0.177
N 1.601 -3.882 3.270 0.180
H -0.265 -5.367 1.391 0.117
H 1.103 -5.854 2.115 0.125
H 1.708 -2.943 3.628 0.078
H 2.171 -4.698 3.441 0.115
C 0.760 2.743 -2.396 -0.732
O 1.176 1.745 -1.836 -0.028
N 1.322 3.500 -3.337 0.176
N -0.524 3.022 -2.204 0.179
H 2.289 3.225 -3.437 0.119
H 1.039 4.440 -3.099 0.108
H -0.967 3.926 -2.286 0.105
H -1.015 2.387 -1.591 0.049
C -1.674 -1.423 5.489 -0.826
O -1.298 -0.338 5.979 -0.003
N -2.139 -1.500 4.310 0.188
N -1.653 -2.530 6.099 0.161
H -2.792 -2.244 4.114 0.104
H -1.990 -0.685 3.732 0.066
H -2.310 -3.280 5.937 0.116
H -1.063 -2.652 6.911 0.117
C 2.101 -3.505 -0.730 -0.788
O 1.114 -2.879 -0.482 -0.025
N 3.225 -2.897 -1.023 0.178
N 2.116 -4.773 -0.924 0.189
H 4.082 -3.371 -1.269 0.108
H 3.291 -1.954 -0.665 0.029
H 1.251 -5.218 -0.654 0.085
H 2.951 -5.332 -1.029 0.121
```

2.
Below is a molecular structure, C15H58BNO25 in a non-equilibrium geometry, with properties calculated with ωB97M-V/def2-TZVPD.

Computed properties:
Lowest unoccupied orbital energy = -0.72 eV
Energy above the lowest of the compared OMol25 structures with the same formula, charge and spin = 0.0207 eV
Kohn-Sham gap = 8.128 eV

The geometry in XYZ format:
```
100
Properties=species:S:1:pos:R:3:lowdin_charge:R:1
C -3.721 -7.193 0.983 -0.112
C -2.836 -6.562 -0.146 -0.279
C -1.971 -5.367 0.248 -0.168
C -0.625 -5.317 -0.636 -0.062
N 0.312 -4.034 -0.626 -0.163
C -0.259 -3.051 -1.535 -0.127
C 0.258 -3.346 -2.997 -0.041
C 1.697 -4.017 -2.584 -0.075
C 1.649 -4.429 -1.186 -0.099
C 0.360 -3.480 0.733 -0.179
C 1.144 -4.265 1.805 -0.163
C 1.018 -3.439 3.082 -0.081
H -4.573 -6.439 1.372 0.117
H -3.127 -7.612 1.871 0.082
H -4.194 -8.167 0.624 0.078
H -3.491 -6.356 -1.137 0.169
H -2.254 -7.196 -0.508 -0.006
H -1.713 -5.286 1.450 0.162
H -2.519 -4.330 0.126 0.131
H -0.620 -5.524 -1.696 0.110
H -0.019 -6.289 -0.429 0.158
H 0.037 -2.152 -1.199 0.069
H -1.472 -3.055 -1.544 0.190
H 0.240 -2.378 -3.482 0.100
H -0.486 -4.150 -3.553 0.158
H 2.325 -3.529 -2.993 -0.012
H 1.731 -5.065 -3.027 0.148
H 2.400 -3.991 -0.568 0.136
H 1.858 -5.388 -1.155 0.081
H -0.545 -3.155 0.924 0.072
H 0.836 -2.705 1.013 0.032
H 2.172 -4.309 1.505 0.104
H 0.553 -5.231 1.859 0.118
H 0.786 -2.497 3.137 -0.008
H 1.986 -3.367 3.590 0.086
H 0.181 -3.820 3.878 0.143
O -0.142 4.566 1.490 0.145
C -0.198 3.563 0.786 -0.504
O 0.648 3.289 -0.005 0.336
B 0.201 2.162 -0.867 -0.790
O -1.241 2.175 -0.479 0.311
C -1.368 2.963 0.471 -0.434
O -2.477 3.069 1.048 0.117
O 0.844 0.948 -0.474 0.342
C 1.459 0.614 -1.474 -0.487
O 2.074 -0.410 -1.518 0.126
C 1.239 1.475 -2.651 -0.338
O 0.457 2.399 -2.290 0.270
O 1.904 1.477 -3.702 0.150
O -4.959 1.311 0.858 -0.083
H -4.766 0.784 -0.065 0.089
H -4.803 2.168 0.658 -0.060
O 3.776 1.591 0.092 -0.099
H 3.168 1.340 0.965 0.128
H 4.319 0.792 -0.104 0.053
O 2.591 -1.166 1.158 -0.059
H 2.393 -0.881 0.268 -0.025
H 2.831 -0.494 1.858 0.082
O 5.120 1.811 -3.893 -0.101
H 5.582 1.668 -4.789 0.082
H 4.373 1.212 -3.790 -0.024
O -3.591 -0.072 -0.998 -0.029
H -3.338 -0.591 -1.736 0.034
H -2.908 -0.025 -0.347 -0.008
O 1.667 3.506 3.875 -0.028
H 0.920 3.868 4.318 -0.011
H 1.838 3.813 3.020 -0.037
O -0.914 7.561 0.427 -0.129
H -1.658 7.199 0.791 -0.095
H -0.102 7.258 1.100 0.039
O 1.643 3.354 -6.111 -0.107
H 2.251 2.633 -6.538 0.085
H 1.577 3.017 -5.207 -0.018
O -3.500 6.175 0.962 -0.028
H -3.663 5.337 1.439 0.047
H -4.234 6.246 0.390 0.018
O -0.873 1.177 3.008 -0.047
H -1.732 1.392 3.278 -0.057
H -0.378 0.929 3.868 0.112
O -1.453 -0.664 0.785 -0.003
H -1.939 -1.184 1.342 0.010
H -0.980 -0.078 1.403 0.038
O -0.740 5.106 4.171 -0.059
H -0.713 6.104 4.416 0.116
H -0.722 4.921 3.285 -0.068
O 3.922 -1.187 -3.916 -0.120
H 4.514 -1.670 -3.115 0.153
H 3.148 -0.905 -3.438 -0.041
O 1.068 6.919 2.135 -0.144
H 1.574 7.671 1.580 0.139
H 1.451 6.023 1.795 0.048
O -3.375 1.823 3.580 0.007
H -3.170 2.363 4.218 -0.042
H -3.550 2.104 2.631 0.067
O -0.923 4.488 -3.330 -0.094
H -0.403 3.631 -3.048 0.044
H -0.231 5.071 -2.969 0.039
O 2.943 4.925 1.084 -0.015
H 2.673 4.458 0.334 0.000
H 3.756 5.370 0.765 0.087
```

3.
Below is a molecular structure, C15H5MnN4O6S2 in a non-equilibrium geometry, with properties calculated with ωB97M-V/def2-TZVPD.

Computed properties:
Multiplicity = 2
Lowest unoccupied orbital energy (alpha / beta) = 1.71 / 1.74 eV
Energy above the lowest of the compared OMol25 structures with the same formula, charge and spin = 1.0244 eV
Charge = -1
Kohn-Sham gap (alpha / beta) = 6.954 / 6.779 eV

The geometry in XYZ format:
```
33
Properties=species:S:1:pos:R:3:nbo_charge:R:1
Mn -0.724 0.145 0.926 1.046
O -0.450 0.849 -3.650 -0.578
C -0.303 0.515 -2.507 0.776
O 0.254 1.218 -1.532 -0.619
C -0.735 -0.838 -1.973 0.105
C -1.156 -1.788 -2.875 -0.204
C -1.433 -3.071 -2.416 -0.167
C -1.240 -3.358 -1.082 -0.199
C -0.831 -2.339 -0.236 0.102
N -0.622 -1.094 -0.665 -0.453
C -0.562 -2.569 1.258 0.741
O -0.603 -3.714 1.669 -0.646
O -0.316 -1.485 1.900 -0.726
H -1.237 -1.508 -3.916 0.244
H -1.777 -3.836 -3.101 0.217
H -1.389 -4.342 -0.658 0.250
S 1.316 1.454 1.282 -0.270
C 0.567 2.991 0.966 -0.119
C 0.113 3.768 2.047 -0.174
C -0.509 4.990 1.873 -0.118
C -0.929 5.743 3.036 0.288
N -1.253 6.347 3.959 -0.310
C -0.733 5.497 0.586 -0.173
C -0.326 4.738 -0.500 -0.145
C 0.328 3.525 -0.324 -0.252
S 0.884 2.758 -1.805 0.587
C -1.387 6.763 0.372 0.289
N -1.902 7.773 0.175 -0.325
H 0.260 3.382 3.046 0.245
H -0.528 5.098 -1.501 0.235
O -1.971 1.508 0.226 -0.515
N -2.428 1.769 1.370 0.323
O -1.812 1.088 2.220 -0.456
```